ORCA calculation (ωB97M-V/def2-TZVPD) on a molecular structure, C28H27N4O8PtSTe.

The geometry in ORCA input format:
```
! wB97M-V def2-TZVPD RIJCOSX def2/J DEFGRID3
* xyz -2 4
Pt 0.97 -2.55 -2.02
O 1.68 0.75 -4.09
C 2.14 -0.07 -3.31
O 2.02 -1.35 -3.46
C 2.98 0.42 -2.15
C 3.58 1.64 -2.32
C 4.43 2.19 -1.34
C 4.66 1.51 -0.16
C 4.08 0.28 0.04
C 3.18 -0.34 -0.91
O 2.55 -1.38 -0.64
N 4.36 -0.35 1.32
O 4.21 -1.55 1.44
O 4.66 0.38 2.27
N 5.05 3.46 -1.56
O 4.80 4.07 -2.59
O 5.80 3.90 -0.69
H 3.37 2.19 -3.22
H 5.29 1.94 0.61
S 3.59 -6.37 -0.77
C 2.72 -5.12 -1.34
N 2.10 -4.25 -1.81
C -1.28 -2.67 -4.56
C -1.85 -2.33 -3.19
O -3.06 -2.31 -2.99
N -0.91 -2.02 -2.28
Te -1.48 -1.65 -0.04
C -2.68 -1.06 1.71
C -3.49 0.08 1.74
C -3.70 0.97 0.55
C -4.13 0.43 2.93
C -4.02 -0.33 4.08
C -4.71 0.07 5.36
C -3.25 -1.49 4.02
C -2.58 -1.86 2.86
C -1.75 -3.12 2.88
C -0.59 0.27 -0.21
C -0.87 1.12 -1.28
C -1.80 0.82 -2.41
C -0.23 2.36 -1.32
C 0.65 2.78 -0.33
C 1.32 4.12 -0.41
C 0.91 1.90 0.71
C 0.32 0.65 0.79
C 0.71 -0.25 1.93
H -2.10 -2.74 -5.28
H -0.74 -3.62 -4.51
H -0.56 -1.91 -4.87
H -3.65 0.39 -0.38
H -2.93 1.74 0.49
H -4.67 1.46 0.60
H -4.75 1.33 2.95
H -5.31 0.97 5.22
H -3.98 0.27 6.15
H -5.37 -0.73 5.72
H -3.15 -2.11 4.91
H -1.82 -3.60 3.86
H -0.71 -2.92 2.66
H -2.09 -3.84 2.13
H -2.44 -0.05 -2.24
H -1.22 0.63 -3.32
H -2.44 1.68 -2.60
H -0.43 3.01 -2.16
H 0.86 4.75 -1.16
H 2.37 4.01 -0.68
H 1.28 4.64 0.55
H 1.62 2.19 1.48
H 1.45 0.23 2.56
H 1.14 -1.18 1.54
H -0.15 -0.51 2.55
*
```

## Properties
Orbital gap (alpha / beta): 6.211 / 6.081 eV
HOMO energy (alpha / beta): -2.4 / -3.0 eV
Electronic energy: -2689.5073 Eh
Relative energy (zero: lowest compared OMol25 entry of this formula, charge and spin): 16.8 kcal per mole

***

ORCA calculation (ωB97M-V/def2-TZVPD) on a molecular structure, C28H27NO6PPbS.

The geometry in ORCA input format:
```
! wB97M-V def2-TZVPD RIJCOSX def2/J DEFGRID3
* xyz -1 1
Pb 0.89 -2.28 -1.05
O 4.86 -1.62 0.66
C 4.05 -1.10 -0.09
O 3.10 -1.66 -0.75
C 4.17 0.39 -0.39
C 5.43 0.98 -0.43
C 5.57 2.31 -0.77
C 4.45 3.08 -1.06
C 3.19 2.51 -1.00
C 3.04 1.17 -0.66
P 1.32 0.54 -0.40
C 0.90 1.53 1.08
C 1.90 1.94 1.97
C 1.56 2.68 3.09
C 0.24 3.01 3.34
C -0.76 2.58 2.48
C -0.43 1.81 1.37
C 0.48 1.38 -1.81
C -0.39 2.46 -1.72
C -0.99 2.97 -2.86
C -0.72 2.41 -4.10
C 0.16 1.35 -4.20
C 0.76 0.84 -3.06
H 6.28 0.36 -0.19
H 6.56 2.76 -0.80
H 4.56 4.12 -1.34
H 2.32 3.12 -1.20
H 2.93 1.69 1.78
H 2.34 2.98 3.78
H -0.02 3.61 4.20
H -1.79 2.83 2.67
H -1.21 1.44 0.73
H -0.61 2.92 -0.77
H -1.67 3.80 -2.78
H -1.19 2.81 -4.99
H 0.39 0.92 -5.17
H 1.46 0.01 -3.14
N -1.83 -2.10 -1.11
C -2.70 -1.21 -0.41
C -2.81 -1.28 0.98
C -3.66 -0.41 1.64
C -4.39 0.54 0.94
C -4.26 0.62 -0.44
C -3.42 -0.26 -1.12
S -5.46 1.73 1.76
O -5.08 1.65 3.17
O -5.09 3.00 1.13
O -6.81 1.28 1.46
H -2.16 -2.25 -2.05
H -1.72 -2.98 -0.61
H -2.24 -2.03 1.51
H -3.77 -0.45 2.72
H -4.83 1.37 -0.97
H -3.33 -0.21 -2.20
C 1.18 -5.27 1.58
C -0.18 -4.84 1.03
C -0.94 -6.05 0.49
O -0.06 -3.89 0.02
H 1.07 -6.09 2.29
H 1.68 -4.43 2.07
H 1.82 -5.60 0.75
H -0.77 -4.42 1.87
H -0.38 -6.49 -0.34
H -1.92 -5.76 0.13
H -1.06 -6.80 1.28
*
```

## Properties
Orbital gap: 7.104 eV
HOMO energy: -5.5 eV
Electronic energy: -2521.8929 Eh
Relative energy (zero: lowest compared OMol25 entry of this formula, charge and spin): 26.0 kcal per mole

***

ORCA calculation (ωB97M-V/def2-TZVPD) on a molecular structure, C28H28Br2F6N8O5S2Ti.

The geometry in ORCA input format:
```
! wB97M-V def2-TZVPD RIJCOSX def2/J DEFGRID3
* xyz 0 1
Ti 0.60 -0.68 -1.90
C 2.32 1.63 -2.96
C 2.11 2.32 -1.59
N 2.06 1.35 -0.51
C 3.33 1.01 0.10
C 3.39 -0.47 0.44
N 2.71 -1.29 -0.56
C 3.55 -1.65 -1.71
C 3.58 -0.53 -2.75
N 2.27 0.14 -2.91
H 1.54 1.95 -3.65
H 3.28 1.90 -3.41
H 2.91 3.06 -1.44
H 1.17 2.85 -1.61
H 1.35 1.56 0.18
H 4.12 1.26 -0.61
H 3.53 1.60 1.00
H 4.44 -0.77 0.54
H 2.90 -0.64 1.40
H 2.36 -2.14 -0.14
H 4.58 -1.87 -1.41
H 3.14 -2.55 -2.17
H 4.31 0.23 -2.46
H 3.89 -0.94 -3.71
H 1.95 -0.13 -3.86
Br -1.20 1.06 6.71
C -2.45 0.98 5.29
C -3.53 0.12 5.38
C -4.44 0.08 4.33
C -4.22 0.84 3.18
C -3.13 1.70 3.12
C -2.26 1.79 4.18
N -5.28 0.81 2.21
N -5.10 1.12 1.02
C -3.83 1.01 0.37
C -3.59 1.97 -0.60
C -2.39 2.02 -1.33
C -1.45 1.05 -1.12
O -0.29 0.95 -1.75
C -1.71 0.00 -0.19
N -0.75 -0.97 -0.17
C -0.97 -2.05 0.55
C -2.14 -2.22 1.30
C -3.10 -1.25 1.28
C -2.90 -0.06 0.55
H -3.68 -0.49 6.26
H -5.32 -0.55 4.38
H -2.99 2.35 2.26
H -1.43 2.48 4.16
H -4.36 2.71 -0.76
H -2.23 2.78 -2.08
H -0.22 -2.83 0.49
H -2.29 -3.14 1.84
H -4.04 -1.41 1.79
F -2.15 -0.19 -5.00
C -0.88 -0.07 -5.43
F -0.41 1.08 -4.90
F -0.93 0.12 -6.76
S 0.23 -1.62 -4.96
O -0.25 -1.16 -3.39
O 1.47 -0.88 -5.27
N 1.14 -3.14 -4.11
S 0.69 -3.67 -2.81
O 1.17 -4.93 -2.32
O 0.88 -2.64 -1.65
C -1.19 -3.90 -2.76
F -1.68 -3.84 -4.00
F -1.84 -2.99 -2.01
F -1.50 -5.10 -2.25
Br 2.76 1.24 6.35
C 1.88 1.29 4.68
C 1.67 0.14 3.94
C 1.03 0.27 2.72
N 0.62 1.43 2.20
C 0.84 2.52 2.94
C 1.45 2.51 4.18
H 1.98 -0.83 4.31
H 0.84 -0.62 2.12
H 0.49 3.46 2.52
H 1.60 3.43 4.73
*
```

## Properties
Orbital gap: 6.430 eV
HOMO energy: -7.7 eV
Electronic energy: -9291.1053 Eh
Relative energy (zero: lowest compared OMol25 entry of this formula, charge and spin): 25.9 kcal per mole

***

ORCA calculation (ωB97M-V/def2-TZVPD) on a molecular structure, C28H28Cl2IrN6O2S5.

The geometry in ORCA input format:
```
! wB97M-V def2-TZVPD RIJCOSX def2/J DEFGRID3
* xyz 2 2
Ir -0.10 0.42 -0.87
S 4.90 0.31 -3.75
C 6.24 -0.16 -4.71
C 6.37 -1.51 -4.78
C 5.36 -2.19 -4.04
C 4.49 -1.33 -3.42
C 3.34 -1.69 -2.60
C 2.43 -0.69 -2.19
N 1.35 -0.94 -1.47
C 1.09 -2.22 -1.09
C 1.95 -3.27 -1.41
C 1.63 -4.59 -0.93
C 0.53 -4.81 -0.19
C -0.37 -3.74 0.14
C -1.52 -3.90 0.94
C -2.33 -2.81 1.20
C -1.99 -1.59 0.61
N -0.91 -1.41 -0.12
C -0.09 -2.46 -0.34
C -3.52 -2.90 2.06
C -4.39 -3.95 2.18
C -5.43 -3.69 3.11
C -5.32 -2.46 3.68
S -3.96 -1.61 3.10
C 3.08 -2.98 -2.18
H 6.86 0.60 -5.17
H 7.15 -2.01 -5.34
H 5.30 -3.26 -3.99
H 2.60 0.34 -2.45
H 2.30 -5.40 -1.18
H 0.30 -5.81 0.18
H -1.74 -4.87 1.37
H -2.67 -0.74 0.70
H -4.32 -4.86 1.60
H -6.22 -4.38 3.34
H -5.96 -2.01 4.43
H 3.76 -3.79 -2.44
N -1.57 1.72 -0.07
C -1.44 1.92 1.41
C -1.78 3.35 1.82
C -0.88 4.48 1.27
C 0.00 5.17 2.32
N 1.04 4.30 2.87
C 2.23 4.10 2.33
N 2.79 5.01 1.53
N 2.88 2.97 2.60
C -0.09 1.41 1.90
O 0.25 1.62 3.06
O 0.62 0.75 1.05
H -1.43 2.61 -0.54
H -2.52 1.42 -0.31
H -2.17 1.26 1.89
H -1.81 3.38 2.91
H -2.81 3.53 1.49
H -1.52 5.26 0.85
H -0.24 4.13 0.45
H -0.62 5.49 3.16
H 0.44 6.07 1.92
H 0.70 3.55 3.46
H 2.45 5.96 1.51
H 3.69 4.85 1.12
H 2.35 2.18 2.95
H 3.84 2.84 2.34
S 0.89 2.50 -4.67
C 0.38 2.02 -3.23
S -0.91 0.83 -2.94
S 1.08 2.28 -1.63
Cl -5.52 -0.54 0.25
C -5.33 -0.99 -1.44
Cl -3.69 -0.58 -2.03
H -6.04 -0.44 -2.04
H -5.45 -2.06 -1.54
*
```

## Properties
Orbital gap (alpha / beta): 7.036 / 4.635 eV
HOMO energy (alpha / beta): -12.7 / -12.7 eV
Electronic energy: -4578.1390 Eh
Relative energy (zero: lowest compared OMol25 entry of this formula, charge and spin): 7.7 kcal per mole

***

ORCA calculation (ωB97M-V/def2-TZVPD) on a gas-phase ion, C28H28ClFN4O5PS2 (charge -1).

The geometry in ORCA input format:
```
! wB97M-V def2-TZVPD RIJCOSX def2/J DEFGRID3
* xyz -1 1
H 4.47 1.17 3.59
N 4.07 1.99 3.15
C 3.80 1.76 1.94
C 3.15 2.87 1.16
C 4.15 0.45 1.27
C 3.07 -0.20 0.43
C 3.37 -0.76 -0.83
C 4.79 -0.74 -1.39
P 5.14 0.69 -2.44
O 6.45 1.28 -2.11
O 4.97 0.28 -3.97
O 3.95 1.75 -2.27
C 2.35 -1.37 -1.59
S 2.68 -2.16 -3.15
C 1.05 -1.45 -1.09
C 0.75 -0.91 0.16
C 1.76 -0.28 0.90
C 1.39 0.24 2.29
O 0.77 1.32 2.29
O 1.76 -0.45 3.24
N -0.55 -0.97 0.75
C -0.70 -2.11 1.66
N -0.70 -3.43 1.04
C -1.68 -4.34 1.63
C -1.61 -0.76 -0.17
C -1.62 -1.29 -1.46
C -2.68 -1.07 -2.34
C -2.71 -1.69 -3.69
C -2.06 -1.22 -4.74
C -3.72 -0.25 -1.92
Cl -5.05 0.03 -3.00
C -3.72 0.37 -0.66
C -4.84 1.30 -0.27
C -4.74 2.64 -1.03
F -5.91 2.93 -1.71
C -2.66 0.10 0.22
C -2.61 0.80 1.53
C -2.22 2.12 1.61
C -2.19 2.73 2.85
N -2.53 2.17 4.00
C -2.91 0.89 3.92
C -2.95 0.19 2.73
S -0.23 -2.25 -2.02
H 2.16 3.01 1.58
H 3.71 3.78 1.35
H 3.08 2.69 0.09
H 4.45 -0.26 2.04
H 5.04 0.64 0.68
H 4.95 -1.66 -1.94
H 5.52 -0.74 -0.60
H 4.89 1.10 -4.47
H 4.13 2.22 -1.44
H 2.08 -1.28 -3.97
H -1.66 -2.00 2.15
H 0.07 -2.02 2.43
H 0.21 -3.85 1.07
H -2.67 -4.16 1.22
H -1.36 -5.36 1.41
H -1.72 -4.26 2.72
H -3.27 -2.60 -3.80
H -2.06 -1.79 -5.65
H -1.54 -0.28 -4.74
H -4.74 1.54 0.78
H -5.80 0.85 -0.48
H -4.52 3.46 -0.35
H -3.95 2.60 -1.77
H -1.93 2.66 0.73
H -1.84 3.76 2.90
H -3.20 0.39 4.83
H -3.30 -0.83 2.74
*
```

## Properties
SMILES string: [H]/N=C(/C)Cc1c(CP(=O)(O)O)c(S)c2c(c1C(=O)[O-])N(CNC)c1c(c(C=C)c(Cl)c(CCF)c1-c1ccncc1)S2
Orbital gap: 7.481 eV
HOMO energy: -5.3 eV
Electronic energy: -3376.9663 Eh

***

ORCA calculation (ωB97M-V/def2-TZVPD) on a molecular structure, C28H28ClN7Ti.

The geometry in ORCA input format:
```
! wB97M-V def2-TZVPD RIJCOSX def2/J DEFGRID3
* xyz 1 2
Ti -0.60 0.64 1.86
C -3.37 -1.90 -3.81
C -2.18 -0.94 -3.98
C -1.04 -1.69 -4.68
C -2.57 0.27 -4.84
C -1.79 -0.41 -2.62
C -2.70 0.34 -1.87
C -2.34 0.84 -0.64
N -1.14 0.63 -0.08
C -0.24 -0.12 -0.78
C -0.55 -0.62 -2.05
C 1.06 -0.32 -0.15
C 2.11 -0.99 -0.77
C 3.33 -1.16 -0.13
C 3.44 -0.59 1.15
C 2.38 0.08 1.71
N 1.19 0.21 1.09
C 4.50 -1.89 -0.74
C 5.67 -0.90 -0.85
C 4.18 -2.42 -2.14
C 4.85 -3.07 0.17
H -3.66 -2.30 -4.77
H -4.23 -1.41 -3.36
H -3.08 -2.73 -3.16
H -1.38 -2.03 -5.66
H -0.75 -2.57 -4.11
H -0.18 -1.04 -4.83
H -2.83 -0.05 -5.85
H -1.73 0.96 -4.91
H -3.42 0.81 -4.43
H -3.69 0.53 -2.26
H -3.05 1.45 -0.08
H 0.19 -1.19 -2.58
H 1.98 -1.38 -1.76
H 4.36 -0.68 1.71
H 2.46 0.53 2.69
H 5.38 -0.05 -1.46
H 6.52 -1.39 -1.31
H 5.98 -0.53 0.13
H 3.93 -1.62 -2.82
H 3.36 -3.14 -2.11
H 5.05 -2.94 -2.53
H 5.15 -2.75 1.16
H 5.68 -3.63 -0.27
H 4.00 -3.75 0.26
N 0.25 1.55 3.29
C 0.50 1.70 4.44
C 0.82 1.89 5.72
C 0.29 2.98 6.42
N -0.15 3.89 6.96
C 1.71 0.99 6.34
N 2.44 0.24 6.81
N -6.60 4.44 3.64
C -5.63 3.90 3.39
C -4.45 3.20 3.05
C -3.22 3.85 2.84
C -2.12 3.11 2.49
N -2.15 1.77 2.34
C -3.32 1.14 2.56
C -4.48 1.80 2.90
H -3.15 4.92 2.97
H -1.16 3.60 2.31
H -3.32 0.05 2.44
H -5.40 1.26 3.05
Cl -1.07 -1.37 2.47
*
```

## Properties
Orbital gap (alpha / beta): 6.280 / 6.493 eV
HOMO energy (alpha / beta): -10.8 / -11.0 eV
Electronic energy: -2776.6009 Eh
Relative energy (zero: lowest compared OMol25 entry of this formula, charge and spin): 22.1 kcal per mole